(1)
Entry from the OMol25 dataset: a single C5H7NOS molecule at a distorted geometry (ωB97M-V/def2-TZVPD).

Structure (ORCA input):
```
! RIJCOSX wB97M-V def2-TZVPD def2/J DEFGRID3
* xyz 0 1
S 4.0204 -0.2248 -0.0290
C 2.4484 0.1731 0.0509
N 1.4092 -0.7575 0.0251
C 0.0429 -0.4700 0.0375
C -0.9571 -1.3690 -0.0265
O -2.1840 -0.8162 -0.0843
C -1.9391 0.6048 0.0933
C -0.4715 0.9104 -0.0734
H 2.1050 1.1742 -0.1360
H 1.6448 -1.6889 0.2922
H -0.9092 -2.4646 -0.1098
H -2.5429 1.1087 -0.6671
H -2.3270 0.8781 1.0750
H -0.2924 1.2892 -1.0788
H -0.0475 1.6524 0.6310
*
```

HOMO level ... -7.802 eV
LUMO level ... 0.4150 eV
Energy ... -722.857601 Eh
Frontier orbital gap ... 8.217 eV
SMILES ... S=CNC1=COCC1
F_max ... 2.67 eV/A
ΔE to the lowest compared entry with this formula, charge and spin ... 37.95 kcal per mole

Mulliken population analysis, charges in e, atoms 1 to 2: -0.3121, -0.2143



(2)
Entry from the OMol25 dataset: a single C5H7NOS molecule at a distorted geometry (ωB97M-V/def2-TZVPD).

Structure (ORCA input):
```
! RIJCOSX wB97M-V def2-TZVPD def2/J DEFGRID3
* xyz 0 1
C -1.1263 1.6477 -0.5694
C -1.5224 0.4089 -0.3787
C -0.6561 -0.5687 0.3690
C 0.6542 -0.1627 1.0357
C 1.7264 -0.3570 -0.0577
S 3.1285 0.5316 -0.2854
N 1.1140 -1.3675 -0.7317
O -0.2422 -1.5815 -0.4843
H -0.2777 1.9379 0.0133
H -1.7521 2.4316 -1.0295
H -2.5064 0.1472 -0.7907
H -1.2294 -1.0675 1.1745
H 0.5713 0.8532 1.6863
H 0.8798 -1.0144 1.7650
H 1.2384 -1.8388 -1.7165
*
```

HOMO level ... -8.444 eV
LUMO level ... 0.5050 eV
Energy ... -722.774042 Eh
Frontier orbital gap ... 8.949 eV
SMILES ... C=C[C@@H]1CC(=S)NO1
F_max ... 4.00 eV/A
ΔE to the lowest compared entry with this formula, charge and spin ... 90.38 kcal per mole

Mulliken population analysis, charges in e, atoms 1 to 2: -0.7008, -0.4332



(3)
Entry from the OMol25 dataset: a single C5H7NS molecule at a distorted geometry (ωB97M-V/def2-TZVPD).

Structure (ORCA input):
```
! RIJCOSX wB97M-V def2-TZVPD def2/J DEFGRID3
* xyz 0 3
C -0.8260 0.4741 -0.7676
C 0.2325 1.1700 -1.2266
C -0.8253 -0.2514 0.4784
C 1.5291 1.1860 -0.6189
C -1.5157 -1.3674 0.6801
N 1.8421 0.3689 0.3160
S 3.3373 0.3522 1.0260
H -1.7416 0.4545 -1.3429
H 0.1375 1.7444 -2.1381
H -0.1951 0.1523 1.2604
H 2.2399 1.9073 -1.0275
H -2.1020 -1.8067 -0.1113
H -1.5125 -1.8916 1.6198
H 3.0542 -0.6995 1.8068
*
```

HOMO level (alpha / beta) ... -5.766 / -9.023 eV
LUMO level (alpha / beta) ... 0.8079 / -2.5013 eV
Energy ... -647.486366 Eh
Frontier orbital gap (alpha / beta) ... 6.574 / 6.522 eV
F_max ... 6.37 eV/A
⟨S²⟩ ... 2.023
ΔE to the lowest compared entry with this formula, charge and spin ... 0.00 kcal per mole

Mulliken population analysis, charges in e, atoms 1 to 2: -0.3987, -0.4438



(4)
Entry from the OMol25 dataset: a single C5H7NS2 molecule at a distorted geometry (ωB97M-V/def2-TZVPD).

Structure (ORCA input):
```
! RIJCOSX wB97M-V def2-TZVPD def2/J DEFGRID3
* xyz 0 1
C 0.8378 2.6505 -1.4213
C 1.1608 1.4471 -0.6904
C -0.1019 0.6990 -0.0150
S -1.3977 0.0583 -1.2066
C 0.2957 -0.4838 0.9686
S 1.6622 -1.2635 0.7805
C -0.9142 -1.2238 1.4474
N -2.0929 -1.7521 1.5848
H 1.7370 3.2234 -1.5488
H 0.3749 2.3446 -2.4872
H 0.1930 3.3845 -0.9040
H 1.5541 0.6809 -1.4066
H 1.8770 1.6238 0.1586
H -0.4511 1.6415 0.6358
H -2.5356 0.1151 -0.4593
*
```

HOMO level ... -9.401 eV
LUMO level ... -1.6936 eV
Energy ... -1045.721927 Eh
Frontier orbital gap ... 7.708 eV
SMILES ... CC[C@@H](S)C(=S)C#N
F_max ... 11.69 eV/A
ΔE to the lowest compared entry with this formula, charge and spin ... 76.65 kcal per mole

Mulliken population analysis, charges in e, atoms 1 to 2: -1.1634, -0.5606



(5)
Entry from the OMol25 dataset: a single C5H7NS2 molecule at a distorted geometry (ωB97M-V/def2-TZVPD).

Structure (ORCA input):
```
! RIJCOSX wB97M-V def2-TZVPD def2/J DEFGRID3
* xyz 0 1
C 0.2882 0.6568 0.1460
C -0.5591 -0.2843 1.2080
C -0.4240 -1.0320 -0.1456
C -0.7954 0.1925 -0.9252
C 1.5673 0.0508 -0.1132
H -1.2426 2.2540 -0.5493
H 0.0162 -0.8397 2.0486
H -1.4915 0.0789 1.4783
H -0.7206 -2.1369 -0.0608
H -0.5705 0.4087 -1.9969
H -1.8188 0.6000 -0.9634
H 1.6054 -1.9632 -0.1105
N 1.1031 -1.1580 -0.1753
S 0.0223 2.4195 0.1255
S 3.0201 0.7529 0.0338
*
```

HOMO level ... -8.449 eV
LUMO level ... 0.5746 eV
Energy ... -1045.706121 Eh
Frontier orbital gap ... 9.023 eV
F_max ... 7.67 eV/A
ΔE to the lowest compared entry with this formula, charge and spin ... 86.57 kcal per mole

Mulliken population analysis, charges in e, atoms 1 to 2: 0.4696, -0.6104



(6)
Entry from the OMol25 dataset: 2 unconnected molecules or ions with the total composition C5H7O3P at a distorted geometry (ωB97M-V/def2-TZVPD).

Structure (ORCA input):
```
! RIJCOSX wB97M-V def2-TZVPD def2/J DEFGRID3
* xyz 0 1
O -1.9059 -0.9473 -0.7422
C -1.1149 -0.1612 -0.0103
C -0.2214 -0.4585 0.8615
C 0.3089 0.8257 1.4472
C -0.4440 1.8867 0.6986
O -1.2975 1.2254 -0.2181
H -2.6049 -0.3675 -1.1285
H 0.1593 -1.4380 1.1410
H 1.4491 0.8920 1.3211
H 0.3048 0.9830 2.6440
H -1.1624 2.4457 1.2547
H 0.2612 2.5872 0.3144
O 1.8309 -3.1908 -0.7706
C 1.4414 -2.2945 -1.4172
P 1.0991 -0.8055 -2.1275
H 1.8962 -1.1823 -3.2680
*
```

HOMO level ... -8.332 eV
LUMO level ... 0.4963 eV
Energy ... -761.700827 Eh
Frontier orbital gap ... 8.829 eV
SMILES ... OC1=CCCO1.O=C=P
F_max ... 4.08 eV/A
ΔE to the lowest compared entry with this formula, charge and spin ... 78.45 kcal per mole

Mulliken population analysis, charges in e, atoms 1 to 2: -0.4423, -0.2606



Q: The lowest ΔE to the lowest compared entry with this formula, charge and spin belongs to which entry?
A: C5H7NS